# 1
The molecule C5H9N, computed with ωB97M-V with the def2-TZVPD basis set.

The value obtained for the total energy is -6818.827 eV. For the HOMO energy, the calculation gives -8.917 eV. As for the relative energy (zero: lowest compared OMol25 entry of this formula, charge and spin): 209.22 kJ/mol. As for the structure (SMILES): C=C/C=C\CN. The charge is 0. The frontier orbital gap comes out at 0.3646 hartree.

Each line ends with the Löwdin charge.
Geometry (Å):
N  -1.091306  2.539713  0.019443  -0.0051
C  -0.533605  1.192913  0.171843  -0.2952
C  1.324088  -2.250498  0.675777  -0.0070
C  1.030655  -1.208118  -0.099336  -0.2190
C  -0.247480  -1.024979  -0.821075  -0.1304
C  -0.973901  0.096840  -0.741963  -0.1000
H  -0.383159  3.223764  -0.187447  0.0565
H  -1.519469  2.804923  0.890104  0.0550
H  -0.741571  0.806192  1.179884  0.1212
H  0.572539  1.260999  0.199446  0.1103
H  2.359830  -2.591051  0.650655  0.0525
H  0.638528  -2.805392  1.308698  0.0579
H  1.861547  -0.540430  -0.356856  0.1035
H  -0.435289  -1.794555  -1.556464  0.0996
H  -1.861406  0.289672  -1.332713  0.1002

Atoms 1-6, force components in eV/Å:
N -0.4391 -0.5969 -0.1670
C 0.8411 0.0768 1.2725
C 0.7457 -0.0479 0.0507
C 0.0540 -0.4528 -0.2726
C -0.2991 1.2601 0.2821
C 0.4712 -0.0046 -0.5682

***

# 2
A cluster of 2 separate species, C29H48BrFNO11P in total, computed with ωB97M-V with the def2-TZVPD basis set.

The value obtained for the total energy is -136909.834 eV. For the HOMO energy, the calculation gives -0.019 eV. The charge is -2. The frontier orbital gap comes out at 0.1266 hartree.

Each line ends with the Löwdin charge.
Geometry (Å):
C  1.478860  -2.897402  3.502835  -0.0580
C  1.996484  -1.493917  3.229935  -0.2473
O  1.187423  -0.847040  2.245732  -0.1148
C  0.085269  -0.190658  2.803519  -0.2473
O  -0.682382  0.277304  1.727138  -0.1533
C  -0.881719  1.634597  1.636639  -0.6143
Br  -2.066513  2.203311  3.160310  0.7336
C  -1.595853  1.854376  0.316067  -0.5406
C  -1.877981  3.341554  0.043824  -0.1643
C  -0.942372  4.341469  0.704197  -0.2066
C  0.491855  4.352330  0.161309  -0.2167
C  1.517371  4.619243  1.241400  -0.2043
C  2.958488  4.560583  0.727434  -0.2128
C  3.761313  3.459696  1.402494  -0.1969
C  3.397680  2.089758  0.794957  -0.1986
C  4.567082  1.313777  0.203784  -0.1911
C  4.237336  -0.188583  0.075719  -0.1847
C  4.135244  -0.681676  -1.368811  -0.1715
C  2.887734  -1.520103  -1.617208  -0.2229
O  1.761224  -0.798387  -1.176911  -0.2496
C  0.650145  -1.609977  -0.796623  -0.1537
O  -2.807013  1.140155  0.398676  -0.1306
C  -3.463259  0.857439  -0.841950  -0.3168
C  -3.325053  -0.627767  -1.176537  -0.1351
C  -3.669500  -1.554758  -0.014384  -0.1243
C  -2.458507  -2.136881  0.713334  -0.1631
F  -1.298968  -2.026882  -0.024283  -0.1507
C  -4.952624  1.242591  -0.619182  -0.0356
C  -5.337942  2.498319  -1.347231  -0.4590
O  -5.743440  3.524302  -0.796781  0.0853
O  -5.238274  2.414672  -2.725851  0.0616
P  -0.452113  1.007890  -0.969957  1.0591
N  -0.383446  2.151156  -2.260806  -0.1443
O  1.025926  1.144713  -0.232992  -0.3163
H  2.214267  -3.444375  4.085658  0.0718
H  1.298756  -3.371648  2.545157  0.0880
H  0.539746  -2.871551  4.042906  0.0676
H  2.005245  -0.880220  4.132595  0.1130
H  2.981558  -1.562785  2.784500  0.1093
H  -0.536634  -0.899856  3.350078  0.1358
H  0.424606  0.618188  3.455918  0.1226
H  0.054829  2.181847  1.686329  0.0977
H  -2.880344  3.546286  0.412034  0.1143
H  -1.898988  3.557858  -1.022273  0.0955
H  -0.911655  4.226030  1.782801  0.0553
H  -1.362610  5.327652  0.523749  0.1127
H  0.568907  5.178239  -0.545346  0.1161
H  0.743784  3.454944  -0.401525  0.0607
H  1.328992  5.622533  1.619908  0.1110
H  1.378416  3.949363  2.088268  0.1074
H  3.463357  5.506072  0.916532  0.0984
H  2.968402  4.415570  -0.351082  0.1103
H  4.817273  3.653174  1.214257  0.0970
H  3.625918  3.488553  2.479896  0.1055
H  2.936960  1.453026  1.543251  0.1087
H  2.693864  2.270143  -0.011904  0.0729
H  4.787570  1.693123  -0.792600  0.1016
H  5.470991  1.440284  0.794539  0.0983
H  5.020544  -0.760602  0.570305  0.1030
H  3.314042  -0.400600  0.599628  0.0852
H  4.107552  0.141103  -2.079591  0.0993
H  4.991697  -1.302811  -1.620389  0.1058
H  2.957522  -2.499972  -1.143252  0.1269
H  2.803392  -1.703964  -2.693764  0.1272
H  0.982700  -2.489528  -0.248796  0.1077
H  0.054060  -1.931778  -1.647903  0.0826
H  0.021376  -1.017217  -0.146310  0.0031
H  -3.093372  1.487093  -1.650051  0.1168
H  -4.030088  -0.834732  -1.979119  0.1185
H  -2.342327  -0.825130  -1.583239  0.0831
H  -4.259171  -1.026031  0.732648  0.1077
H  -4.298495  -2.361241  -0.372773  0.1140
H  -2.641682  -3.200703  0.870975  0.1055
H  -2.317696  -1.698545  1.699143  0.1045
H  -5.179828  1.330687  0.432393  0.1293
H  -5.568500  0.443434  -1.022625  0.1298
H  -4.321711  2.518092  -3.004958  0.1054
H  0.342000  2.858753  -2.168387  0.0250
H  -0.254211  1.633401  -3.119652  0.0359
H  1.670665  1.377830  -0.916235  0.0567
C  -0.884035  -7.288244  -2.542501  -0.0461
C  -0.148308  -6.279101  -3.171501  -0.4362
C  -0.401791  -4.842353  -2.633428  -0.3854
O  0.251577  -3.876636  -3.067913  -0.0537
C  -1.406245  -4.671067  -1.638684  -0.0286
C  -2.150911  -5.675029  -1.024101  -0.4134
C  -1.826711  -7.122715  -1.484233  -0.4129
O  -2.380142  -8.096623  -0.946774  -0.0660
O  -3.032265  -5.497937  -0.147899  -0.0801
O  0.676563  -6.429410  -4.098028  -0.0844
H  -0.744494  -8.318734  -2.861717  0.0806
H  -1.587391  -3.647346  -1.344709  0.0669

Atoms 1-6, force components in eV/Å:
C 0.0641 0.4795 -0.0058
C -0.7567 -0.2033 -0.4846
O 0.2609 0.2524 0.1852
C 0.2826 -0.4966 -0.5572
O -0.0020 0.1478 0.4696
C -0.4757 -0.7819 -0.3794